Entry 1:
A structure of composition C51H77CsN4O2S at a distorted geometry. Source: the Open Molecules 2025 dataset; level of theory: the ωB97M-V functional and the def2-TZVPD basis.

```
! wB97M-V def2-TZVPD RIJCOSX def2/J DEFGRID3
* xyz -2 1
H -2.68648 6.21226 -4.10288
H -0.19733 0.52302 -7.52624
H 1.23092 -5.30560 -2.69801
C -0.64056 -5.18759 -4.57495
C 0.71859 5.08992 -0.58448
H 1.36258 -3.59385 -2.26870
H 1.47571 7.33867 -3.95597
O -0.62314 -2.06010 -1.94682
H 1.68840 -0.99722 -2.88774
H -1.91278 4.23095 -3.28348
H 1.85534 -4.60826 0.42252
C -5.29670 5.19260 1.87185
H -1.00144 -2.78402 4.69838
H -0.98162 0.60279 3.30068
H -2.08180 7.63175 -4.96894
H 0.50996 1.03494 -4.20465
H 2.18312 3.27752 0.82264
H 0.47573 6.52695 1.75018
H -1.64338 1.33568 -6.94031
H -0.14602 -4.43656 -1.98192
H 2.07302 -4.90783 -4.84486
H -0.50262 -1.13771 5.04418
H -0.43727 1.64090 2.00639
C 0.43452 7.66701 -3.98360
H 0.28854 8.24762 -4.89890
C -2.11722 2.26438 2.98357
H 4.14294 -0.37299 2.45837
H -0.09772 -6.13510 -4.48947
S -3.22317 1.97920 4.22483
N -2.08893 3.37688 2.22226
H -2.19398 7.63949 -3.19620
H -1.61545 -1.45274 -9.37288
H -3.25469 7.74420 2.75421
C 1.97817 -3.02494 1.89789
C -3.05692 4.40128 2.25034
Cs 0.27840 -1.27333 0.22776
C -1.07778 3.68395 -1.42027
H 0.78701 5.23734 -5.17561
N -1.15826 1.35721 2.66085
H 0.42320 1.71990 -1.23733
H -1.54421 -5.25349 -3.96540
H 0.02773 -4.94744 1.53088
N -1.34814 1.44594 -2.35505
H 2.31228 -0.58219 -4.48644
H 0.26644 8.32918 -3.13134
H 0.95330 2.55768 -3.42242
C -1.95831 7.02340 -4.06654
C 0.69056 -4.35145 -2.67061
C 2.65264 6.60358 0.08940
C 1.51140 -3.97490 -4.95865
C 1.90974 0.07293 3.99454
C 0.94317 1.47199 -3.29114
C -1.71984 -0.70418 -3.52669
C 2.44497 -0.40175 -3.40349
C 0.72874 -3.17068 2.53578
H -1.56460 -1.47541 3.68752
H -1.81809 -2.78295 -8.22493
H 0.59728 4.81024 2.17695
H -0.90336 4.75682 -5.25725
C -0.68388 -1.84580 4.23101
H -2.24289 -0.29493 -1.48928
C -3.57675 6.73628 2.52163
H 4.29601 1.46268 -3.51663
C -0.23618 5.61842 -5.20830
C -1.28278 0.57526 -7.63418
C -1.18627 4.51020 -2.52416
H 2.05676 7.51864 0.02986
H 1.93285 5.92014 2.55780
H 3.01267 -3.35300 0.01411
H -0.43239 -4.87355 3.22283
C -0.52670 6.47809 -3.96945
C -2.01669 -0.40173 -4.83808
C 1.65865 -1.20750 3.24813
H 2.78801 0.00962 4.64872
C -1.37694 -1.79286 -8.36103
H 3.19747 2.84979 -3.46720
C -0.94851 -1.86226 -3.18193
H 3.17835 1.75080 -4.86770
C 0.06271 1.14820 -2.09552
C 3.28839 1.80423 -3.76729
H 3.25884 4.00824 -0.37896
H 1.29244 -3.84163 -6.01968
C -3.43612 -0.68642 -7.53543
H 1.06286 0.34099 4.63074
C -0.55022 -2.70600 -4.26135
H -2.91962 2.62406 -1.70638
C 2.58595 -3.91829 0.85423
H -1.93226 2.00206 -0.37399
O -0.01731 3.18316 0.64037
H 3.39784 -4.53901 1.25515
C 0.57033 5.87780 -1.72177
C -1.60174 -1.20218 -5.90284
C -4.38025 4.15467 1.89593
H 4.68512 -1.98279 1.99866
C 2.74115 4.17790 0.56954
H 1.22679 6.72847 -1.83757
N 2.31043 1.00454 -3.06735
H -1.51677 0.90244 -8.65319
H -3.67620 -0.37878 -8.55880
C -1.91733 -0.79204 -7.33962
C -0.88613 -2.34273 -5.56667
C -1.89220 2.41179 -1.39347
H 3.87857 -0.95718 0.82436
C -2.65813 5.69536 2.55868
H -0.55908 -3.00024 -6.36404
H -5.61577 7.29893 2.15879
C -0.13077 3.96311 -0.39887
H -0.36175 6.20315 -6.12596
H 0.17376 0.09728 -1.82495
H 3.49431 4.35706 1.34439
C -4.89849 6.48718 2.18486
C 2.55100 -1.81343 2.33911
C 0.53077 -2.04887 3.37030
H 3.41431 6.74885 0.85991
H 2.15365 -3.14936 -4.64265
H -3.91472 -1.64832 -7.33941
C 3.86883 -1.25980 1.88153
H 3.16707 6.46870 -0.86525
H -3.19742 0.58463 -2.68439
C -0.28042 -4.26128 2.32428
C -2.18259 0.24773 -2.44699
H -1.31609 3.40387 1.49249
C -0.37745 5.62569 -2.71002
C 1.79899 5.38600 0.45674
H -0.29198 -1.89282 -8.28587
C 1.15747 5.67365 1.82437
H 3.43158 -0.76810 -3.10855
H -3.86938 0.04490 -6.85182
H -1.27140 -3.88169 2.04251
H -4.67251 3.14180 1.65500
H -1.62007 5.87241 2.80980
H 2.07804 0.93008 3.33229
H -6.32614 4.99418 1.59878
C 0.23824 -4.01881 -4.09716
H -2.57618 0.51236 -5.02502
H -0.94711 -5.06099 -5.61516
*
```

Properties
Lowest unoccupied orbital energy in hartree: 0.135
HOMO in eV: -1.78
HOMO-LUMO gap in eV: 5.461
M in g/mol: 943.17
Energy above the lowest of the compared OMol25 structures with the same formula, charge and spin in kJ/mol: 55.9

Here are the Löwdin charges for atoms 1 to 8, given in e:
1 H 0.074
2 H 0.085
3 H 0.079
4 C -0.057
5 C -0.088
6 H 0.069
7 H 0.081
8 O -0.493

Entry 2:
A structure of composition C24H18Cl2NO3PSe2W. Source: the Open Molecules 2025 dataset; level of theory: the ωB97M-V functional and the def2-TZVPD basis.

```
! wB97M-V def2-TZVPD RIJCOSX def2/J DEFGRID3
* xyz 1 4
C -3.45686 -0.23000 1.73436
H -3.13506 -2.20342 0.95752
C -2.89781 1.00185 2.15668
C 5.72456 -1.84740 1.89635
C 4.69083 -2.40731 2.63247
H -0.75220 -1.60761 -3.96266
H 1.01061 -2.97309 -5.02827
Cl -7.37331 0.25774 2.40089
C -0.89063 4.53978 -2.24422
C 5.45429 -1.19719 0.69875
H -0.80480 5.51362 -2.70518
H 2.57742 -2.75377 2.76092
Cl -3.13989 3.51708 3.09945
C 0.24149 -1.53213 -2.06593
H -5.79984 2.53230 3.06373
W -0.03096 0.39247 1.27109
Se 0.86655 -0.06946 3.50405
C 2.33901 -2.72375 -1.92723
C 0.11888 -1.90482 -3.39256
C -3.79035 1.98782 2.62688
C -2.63777 -1.26651 1.22798
O -1.21833 0.86471 -0.52731
P 1.41828 -1.48188 0.41484
C 1.10708 -2.67750 -3.99197
H 3.93896 -0.59098 -0.68948
H -0.52955 -0.94914 -1.58786
C -5.67440 0.52325 2.29593
C 1.36874 -1.91407 -1.32133
C 3.38299 -2.31854 2.18398
C 4.15217 -1.10742 0.23773
H 0.41794 3.54202 -3.64062
C -1.77887 3.11309 -0.54596
H -5.24830 -1.40994 1.50511
C -1.67982 4.36256 -1.11765
C -4.84697 -0.45552 1.82137
C -5.14171 1.75664 2.69625
H 0.17201 1.32491 -2.49605
Se 1.73781 1.65761 0.61815
H 6.25818 -0.75518 0.12517
H -2.22115 5.18389 -0.67170
O -1.62021 1.24518 2.13762
H 3.19024 -3.06395 -1.35336
C -0.21135 3.45000 -2.76772
H 2.96361 -3.71033 -3.71904
O -1.40268 -1.22398 1.05011
C -0.33210 2.21915 -2.16025
N -1.11377 2.07799 -1.07966
C 2.20798 -3.09041 -3.25516
H 6.74288 -1.91301 2.25501
H -2.36454 2.90102 0.33428
C 3.10812 -1.66968 0.98144
H 4.90260 -2.91670 3.56308
*
```

Properties
Lowest unoccupied orbital energy (alpha / beta) in hartree: -0.139 / -0.181
HOMO (alpha / beta) in eV: -10.33 / -11.04
HOMO-LUMO gap (alpha / beta) in eV: 6.531 / 6.115
M in g/mol: 812.05
Energy above the lowest of the compared OMol25 structures with the same formula, charge and spin in kJ/mol: 142.1

Here are the Löwdin charges for atoms 1 to 8, given in e:
1 C -0.119
2 H 0.153
3 C -0.356
4 C -0.060
5 C -0.065
6 H 0.110
7 H 0.112
8 Cl 0.718

Entry 3:
A cluster of 2 separate species, C3H8OS2 in total at a distorted geometry. Source: the Open Molecules 2025 dataset; level of theory: the ωB97M-V functional and the def2-TZVPD basis.

```
! wB97M-V def2-TZVPD RIJCOSX def2/J DEFGRID3
* xyz 0 1
C 1.28592 0.38783 -1.74298
H 1.03992 -1.03837 -3.29243
H -0.38810 -0.58657 -2.44417
S -0.73191 1.03138 1.29774
C -0.34735 -1.92148 2.10811
C 0.51584 -0.17487 -2.90720
H -1.25538 -2.09703 2.62319
H 0.00602 -2.86410 1.70838
H 0.57071 1.16046 1.01100
O 1.43833 1.55778 -1.50405
H 1.65601 -0.42030 -1.08615
H 0.32822 -1.36458 2.74951
H 0.23499 0.56213 -3.65283
S -0.75689 -0.93798 0.62349
*
```

Properties
SMILES string: CC=O.CSS
Lowest unoccupied orbital energy in hartree: 0.019
HOMO in eV: -9.13
HOMO-LUMO gap in eV: 9.638
M in g/mol: 124.23
Energy above the lowest of the compared OMol25 structures with the same formula, charge and spin in kJ/mol: 46.7

Here are the Löwdin charges for atoms 1 to 8, given in e:
1 C -0.379
2 H 0.074
3 H 0.064
4 S 0.335
5 C -0.450
6 C -0.053
7 H 0.005
8 H 0.025

Entry 4:
A cluster of 3 separate species, C8H14 in total. Source: the Open Molecules 2025 dataset; level of theory: the ωB97M-V functional and the def2-TZVPD basis.

```
! wB97M-V def2-TZVPD RIJCOSX def2/J DEFGRID3
* xyz 0 1
H 2.27487 0.52936 -0.69890
H 0.28334 -2.57513 -1.27102
H 0.52679 -0.85310 0.58327
H -2.53397 0.80466 -1.26071
H -2.65052 1.41531 0.50037
C -2.08127 0.93833 -0.28647
H 0.50884 0.24380 -2.55166
C -0.78661 -0.03531 3.12372
H -0.14857 1.93325 2.65292
C 0.37506 0.14732 0.19547
H 1.79657 -1.71745 -1.57345
C -0.38519 0.92523 2.30924
C 0.01477 -0.56894 -2.02710
H -1.02524 -0.67974 -2.31997
H 2.09772 1.12963 0.95553
H 0.86266 -2.36125 -2.91619
C -0.87356 0.52991 -0.04959
C 0.77584 -1.86235 -1.94026
H 1.31670 1.99157 -0.38501
H -1.01922 -1.03744 2.75825
H -0.91646 0.09231 4.20217
C 1.58744 1.01005 -0.00061
*
```

Properties
Lowest unoccupied orbital energy (alpha / beta) in hartree: 0.036 / 0.037
HOMO (alpha / beta) in eV: -6.54 / -6.87
HOMO-LUMO gap (alpha / beta) in eV: 7.533 / 7.874
M in g/mol: 110.20
Energy above the lowest of the compared OMol25 structures with the same formula, charge and spin in kJ/mol: 749.6

Here are the Löwdin charges for atoms 1 to 8, given in e:
1 H 0.074
2 H 0.068
3 H 0.125
4 H 0.067
5 H 0.071
6 C 0.056
7 H 0.059
8 C -0.116

Let's list total energy in order: -75579.455, -199657.926, -26958.124, -8515.311 eV.